Molecular formula: C55H70N6SSiSn
Method: DFT, ωB97M-V/def2-TZVPD

Results
Total charge   +2
Energy relative to the best compared isomer or geometry (same formula, charge and spin)   0.0 kJ/mol
Kohn-Sham gap   5.5 eV
Lowest unoccupied orbital energy   -5.797 eV
HOMO   -11.27 eV

```
134
Properties=species:S:1:pos:R:3:mulliken_charge:R:1
Sn -0.024 -0.400 -0.036 -0.633
C 1.754 -0.952 -3.298 -1.196
C 2.763 -1.493 -2.279 2.557
C 3.637 -2.582 -2.900 -1.809
C 3.577 -0.362 -1.704 0.820
C 4.606 0.186 -2.464 -0.260
C 5.365 1.238 -1.997 -1.641
C 5.059 1.799 -0.770 -0.688
C 4.018 1.320 0.016 0.882
C 3.696 2.125 1.269 2.268
C 4.754 2.003 2.376 -1.510
C 3.559 3.619 0.933 -1.413
C 3.307 0.184 -0.446 -0.717
N 2.230 -0.346 0.374 0.764
C 2.495 -0.679 1.592 -0.208
C 1.394 -0.683 2.593 0.505
N 0.192 -0.406 2.215 1.010
C -0.756 0.049 3.219 -0.548
C -1.912 -0.687 3.502 0.591
C -2.767 -0.217 4.497 -0.080
C -2.504 0.950 5.182 -1.677
C -1.394 1.701 4.840 -0.579
C -0.515 1.290 3.847 0.216
C 0.561 2.280 3.432 2.675
C 1.601 2.559 4.524 -1.431
C -0.093 3.606 3.015 -1.948
C -2.280 -1.982 2.820 3.188
C -3.666 -1.896 2.179 -1.571
C -2.213 -3.143 3.817 -1.761
C 1.980 -1.032 3.890 0.314
C 1.481 -1.261 5.145 0.320
C 2.373 -1.705 6.151 -1.346
C 3.709 -1.912 5.906 -0.806
C 4.245 -1.700 4.610 0.738
C 5.584 -1.912 4.191 -0.819
C 5.944 -1.727 2.878 -1.243
C 5.018 -1.302 1.895 0.132
C 3.726 -1.060 2.284 0.007
C 3.353 -1.268 3.634 0.156
H 1.177 -1.766 -3.739 0.425
H 2.265 -0.425 -4.106 0.391
H 1.050 -0.251 -2.836 -0.011
H 2.200 -1.933 -1.462 -1.880
H 4.190 -2.214 -3.765 0.455
H 3.021 -3.411 -3.245 0.445
H 4.360 -2.971 -2.182 0.431
H 4.820 -0.231 -3.439 0.380
H 6.179 1.632 -2.591 0.436
H 5.638 2.643 -0.416 0.422
H 2.742 1.780 1.662 -1.387
H 5.755 2.115 1.956 0.366
H 4.716 1.052 2.899 0.118
H 4.614 2.794 3.113 0.485
H 4.539 4.094 0.871 0.534
H 3.006 4.132 1.720 0.351
H 3.067 3.793 -0.025 0.133
H -3.652 -0.790 4.739 0.405
H -3.175 1.291 5.959 0.443
H -1.215 2.642 5.345 0.428
H 1.076 1.881 2.560 -1.957
H 1.109 2.790 5.470 0.357
H 2.210 3.422 4.249 0.462
H 2.268 1.718 4.692 0.234
H -0.354 4.204 3.889 0.601
H -1.010 3.445 2.445 0.462
H 0.601 4.201 2.418 0.290
H -1.559 -2.169 2.021 -2.444
H -4.446 -1.833 2.939 0.394
H -3.858 -2.782 1.576 0.352
H -3.749 -1.025 1.529 0.264
H -3.008 -3.050 4.559 0.488
H -1.262 -3.173 4.351 0.358
H -2.349 -4.096 3.308 0.310
H 0.437 -1.103 5.384 0.700
H 1.983 -1.888 7.142 0.491
H 4.357 -2.250 6.705 0.495
H 6.327 -2.227 4.913 0.497
H 6.967 -1.907 2.580 0.475
H 5.342 -1.172 0.871 0.678
N -4.493 2.711 -0.525 -0.340
C -3.776 2.015 -1.453 -0.364
S -3.299 0.447 -1.212 -0.022
N -3.440 2.670 -2.606 -0.021
C -3.322 4.035 -2.925 0.694
C -2.849 4.316 -4.213 -0.229
C -2.648 5.619 -4.628 -0.682
C -2.919 6.683 -3.773 -0.650
C -3.403 6.411 -2.503 -0.838
C -3.594 5.101 -2.063 -0.494
H -4.824 2.130 0.231 0.235
H -5.185 3.362 -0.871 0.282
H -3.057 2.040 -3.295 0.283
H -2.656 3.499 -4.899 0.450
H -2.300 5.807 -5.636 0.465
H -2.780 7.703 -4.102 0.464
H -3.657 7.225 -1.837 0.432
H -3.983 4.940 -1.070 0.436
N -0.030 5.170 -2.395 0.503
C 0.820 4.318 -3.299 -1.011
C 0.515 2.857 -2.990 -0.615
N 0.715 2.517 -1.596 0.814
C -0.047 3.374 -0.709 1.473
C 0.205 4.861 -0.942 -0.988
H -1.021 4.995 -2.618 -0.376
H 0.136 6.159 -2.579 0.403
H 1.861 4.567 -3.088 0.378
H 0.583 4.588 -4.327 0.483
H 1.129 2.217 -3.623 0.389
H -0.533 2.656 -3.239 0.365
H 1.701 2.503 -1.360 -0.312
H 0.185 3.130 0.329 -0.851
H -1.112 3.160 -0.856 -0.414
H 1.236 5.136 -0.727 0.393
H -0.464 5.492 -0.357 0.385
C 0.716 -3.708 1.810 -0.747
Si 0.105 -3.189 0.116 0.573
C 1.153 -4.194 -1.064 -1.640
C -1.665 -3.618 -0.311 1.347
C -2.308 -2.969 -1.367 -0.432
C -3.565 -3.369 -1.797 -0.780
C -4.202 -4.435 -1.179 -0.611
C -3.579 -5.100 -0.132 -0.651
C -2.322 -4.695 0.293 -0.719
H 0.502 -4.772 1.946 0.712
H 0.306 -3.177 2.661 -0.163
H 1.805 -3.607 1.822 0.336
H 0.936 -5.237 -0.810 0.587
H 2.224 -4.047 -0.950 0.486
H 0.877 -4.050 -2.108 0.297
H -1.829 -2.129 -1.863 0.574
H -4.048 -2.849 -2.614 0.455
H -5.179 -4.753 -1.517 0.390
H -4.072 -5.934 0.351 0.431
H -1.844 -5.237 1.100 0.298
```